(1)
Formula: C8H10N2OS2
Source: the OMol25 dataset
Level of theory: ωB97M-V with the def2-TZVPD basis set

```
! RIJCOSX wB97M-V def2-TZVPD def2/J DEFGRID3
* xyz 0 1
O -3.1926 -1.2077 -2.0935
C -2.4816 -1.2580 -0.8697
C -1.1043 -1.8818 -0.9721
N -0.5848 -1.9088 0.4015
C 0.2578 -0.9748 0.9734
S 0.4437 -0.9038 2.6484
C 1.0227 -0.0044 0.0727
C 2.1075 -0.3533 -0.7063
C 2.6496 0.5948 -1.5616
C 2.1252 1.8769 -1.5982
N 1.1248 2.2785 -0.7928
C 0.5344 1.3223 -0.0728
S -0.8109 1.9027 0.9554
H -2.6238 -0.7700 -2.7528
H -2.3650 -0.2412 -0.4434
H -3.1655 -1.8646 -0.2238
H -1.1859 -2.9642 -1.3023
H -0.4088 -1.3256 -1.5954
H -1.1110 -2.4072 1.1119
H 2.5176 -1.3480 -0.6687
H 3.4372 0.2749 -2.2156
H 2.5701 2.6728 -2.2089
H -0.6974 3.1347 0.5322
*
```

Output
Energy above the lowest of the compared OMol25 structures with the same formula, charge and spin in kcal/mol: 5.0
E_HOMO in eV: -8.48
SMILES: OCCNC(=S)c1cccnc1S
Frontier orbital gap in eV: 8.70

=====

(2)
Formula: C21H26N2O5S
Source: the OMol25 dataset
Level of theory: ωB97M-V with the def2-TZVPD basis set

```
! RIJCOSX wB97M-V def2-TZVPD def2/J DEFGRID3
* xyz 0 1
C -1.4688 -3.8739 -0.5180
C -0.5429 -2.7730 -0.0903
C 0.6764 -2.6420 -0.7393
C 1.6367 -1.7290 -0.3201
N 2.8095 -1.5688 -1.0590
S 4.2772 -0.9626 -0.5361
O 4.3757 -0.9659 0.8901
O 5.2642 -1.6685 -1.3000
C 4.2450 0.7584 -1.1532
C 3.1925 1.5329 -0.4513
C 3.3979 1.9401 0.8635
C 2.4112 2.6301 1.5446
C 1.2155 2.9344 0.9151
C 1.0039 2.5376 -0.3948
C 1.9827 1.8284 -1.0697
C 1.4031 -0.9983 0.8339
C 0.1883 -1.0927 1.4937
C 0.0076 -0.3407 2.7804
C -0.8205 -1.9184 0.9829
O -2.0465 -1.8649 1.6318
C -3.2226 -1.7958 0.8459
C -3.0800 -1.1065 -0.5133
O -3.4692 -1.6656 -1.5247
N -2.5158 0.1145 -0.5497
C -2.1628 0.9551 0.5703
C -2.8312 2.3255 0.3942
O -2.4730 2.9178 -0.8313
C -2.8683 2.1038 -1.9138
C -2.2130 0.7248 -1.8309
H -1.9223 -4.3437 0.3524
H -0.9083 -4.6298 -1.0627
H -2.2593 -3.5080 -1.1718
H 0.8874 -3.2805 -1.5854
H 2.9424 -2.2351 -1.8031
H 5.2468 1.1312 -0.9550
H 4.0793 0.6714 -2.2223
H 4.3298 1.6997 1.3515
H 2.5788 2.9366 2.5664
H 0.4503 3.4878 1.4394
H 0.0783 2.7958 -0.8878
H 1.8163 1.5144 -2.0904
H 2.1769 -0.3691 1.2377
H -1.0066 -0.4452 3.1520
H 0.6888 -0.7481 3.5259
H 0.2490 0.7129 2.6531
H -3.6254 -2.7955 0.6458
H -3.9563 -1.2571 1.4583
H -2.4823 0.5077 1.5073
H -1.0752 1.0859 0.5849
H -2.5008 3.0114 1.1756
H -3.9253 2.2126 0.4484
H -2.5577 2.6251 -2.8203
H -3.9628 1.9911 -1.9165
H -2.5898 0.0686 -2.6160
H -1.1247 0.8229 -1.9186
*
```

Output
Energy above the lowest of the compared OMol25 structures with the same formula, charge and spin in kcal/mol: 65.0
E_HOMO in eV: -8.13
SMILES: Cc1cc(NS(=O)(=O)Cc2ccccc2)cc(C)c1OCC(=O)N1CCOCC1
Frontier orbital gap in eV: 8.69

=====

(3)
Formula: C39H41ClNdOP3
Source: the OMol25 dataset
Level of theory: ωB97M-V with the def2-TZVPD basis set

```
! RIJCOSX wB97M-V def2-TZVPD def2/J DEFGRID3
* xyz 2 4
Nd -0.3518 0.8405 0.4899
Cl -0.6319 1.6690 -1.9219
P -2.4133 -1.0329 -0.6453
P 2.4118 1.5460 -0.3152
C -2.9235 -2.4232 0.4151
C -2.6993 -1.7485 -2.2811
C -3.7505 0.1887 -0.3961
C 2.3687 3.1762 0.4883
C 3.8606 0.7758 0.4466
C 2.9045 1.8502 -2.0343
C -3.9100 -2.3056 1.4040
C -4.0454 -3.2965 2.3745
C -3.2436 -4.4359 2.3391
C -2.3395 -4.6054 1.2853
C -2.1899 -3.6177 0.3169
H -4.5478 -1.4249 1.4328
H -4.7759 -3.1722 3.1727
H -3.3104 -5.1788 3.1362
H -1.7227 -5.5012 1.2126
H -1.4884 -3.7518 -0.5075
C -3.6477 1.0324 0.7306
C -4.6140 2.0285 0.9119
C -5.6916 2.1536 0.0274
C -5.7928 1.2976 -1.0742
C -4.8230 0.3166 -1.2939
H -2.8714 0.8750 1.5125
H -4.5076 2.6991 1.7671
H -6.4509 2.9205 0.1988
H -6.6324 1.3957 -1.7610
H -4.9040 -0.3489 -2.1564
C -3.5525 -2.8424 -2.5117
C -3.6197 -3.4159 -3.7842
C -2.8635 -2.8885 -4.8355
C -2.0555 -1.7655 -4.6212
C -1.9818 -1.1960 -3.3563
H -4.1463 -3.2694 -1.7031
H -4.2508 -4.2887 -3.9536
H -2.8857 -3.3547 -5.8194
H -1.4663 -1.3293 -5.4293
H -1.3658 -0.3176 -3.1702
C 4.8508 0.1553 -0.3301
C 5.7970 -0.6715 0.2748
C 5.7940 -0.8499 1.6600
C 4.8569 -0.1668 2.4434
C 3.8992 0.6434 1.8434
H 4.8658 0.3084 -1.4076
H 6.5288 -1.1895 -0.3443
H 6.4991 -1.5396 2.1238
H 4.8437 -0.2797 3.5282
H 3.1570 1.1570 2.4532
C 1.1231 3.8265 0.5626
C 1.0055 4.9769 1.3453
C 2.1305 5.5184 1.9730
C 3.3837 4.9066 1.8395
C 3.5061 3.7327 1.0962
H 0.2701 3.4668 -0.0400
H 0.0151 5.4253 1.4543
H 2.0259 6.4158 2.5835
H 4.2575 5.3358 2.3301
H 4.4764 3.2396 1.0144
C 3.4964 3.0514 -2.4514
C 3.7808 3.2376 -3.8052
C 3.4753 2.2392 -4.7319
C 2.8803 1.0399 -4.3110
C 2.5987 0.8358 -2.9638
H 3.7302 3.8341 -1.7291
H 4.2401 4.1661 -4.1373
H 3.6895 2.3871 -5.7896
H 2.6302 0.2477 -5.0198
H 2.1155 -0.0841 -2.6180
H -2.2760 4.3763 -0.6567
H -1.9823 3.9241 -1.1869
C 2.0306 -1.5482 3.8026
P 0.7000 -1.8812 2.6772
C 0.8306 -3.5985 2.2279
C -0.9026 -1.6697 3.4257
O 0.7342 -0.9621 1.4364
H 2.9660 -1.9584 3.4037
H 1.8281 -2.0337 4.7660
H 2.1730 -0.4754 3.9583
H 0.3635 -4.2230 3.0039
H 0.3315 -3.8062 1.2758
H 1.8947 -3.8658 2.1681
H -1.0217 -0.6334 3.7616
H -1.7001 -1.9196 2.7126
H -0.9714 -2.3456 4.2863
*
```

Output
Expectation value of S²: 3.76
E_HOMO (spin up / spin down) in eV: -13.55 / -13.53
Frontier orbital gap (spin up / spin down) in eV: 6.91 / 7.52

=====

| no. | energy (eV) |
| --- | --- |
| 1 | -35155.7356 |
| 2 | -46251.7362 |
| 3 | -98811.2575 |